Density functional theory data (wB97M-V/def2-TZVPD) for C8H9LuN2O5S as an isolated structure in a non-equilibrium geometry.

Summary:
Net charge: +2
Relative energy (zero: lowest compared OMol25 entry of this formula, charge and spin) (kcal per mole): 0.0
HOMO-LUMO gap (spin up / spin down) (eV): 6.63 / 5.40
M (g mol⁻¹): 420.20
Energy (hartree): -2428.95324
Multiplicity: 1
HOMO (spin up / spin down) (eV): -16.12 / -14.92

Cartesian coordinates (Å):
O  0.801  3.666  -2.245
C  1.028  2.617  -1.831
Lu  1.532  0.145  -1.259
C  1.085  -2.075  -1.832
O  0.844  -3.108  -2.281
C  1.608  -0.154  -3.713
O  1.199  -0.926  -4.555
C  3.044  -0.264  -3.138
O  4.143  -0.254  -3.594
C  -0.672  -0.130  -1.935
O  -1.693  -0.300  -2.448
H  1.056  0.817  -3.267
C  -1.683  1.538  2.537
N  -0.483  1.146  1.801
C  0.142  -0.044  1.730
S  1.846  -0.047  1.327
N  -0.469  -1.224  1.907
C  -1.683  -1.498  2.675
H  -2.351  0.703  2.726
H  -2.217  2.274  1.935
H  -1.419  2.004  3.493
H  0.152  1.924  1.595
H  0.166  -2.016  1.771
H  -2.571  -1.170  2.128
H  -1.750  -2.581  2.799
H  -1.656  -1.045  3.673

=====

Density functional theory data (wB97M-V/def2-TZVPD) for C2H7BeO9 as an isolated structure in a non-equilibrium geometry.

Summary:
Net charge: -1
Relative energy (zero: lowest compared OMol25 entry of this formula, charge and spin) (kcal per mole): 7.4
HOMO-LUMO gap (eV): 7.10
M (g mol⁻¹): 184.08
Energy (hartree): -772.54341
Multiplicity: 1
HOMO (eV): -4.78

Cartesian coordinates (Å):
Be  -0.623  0.122  0.150
C  0.671  -0.991  -1.380
O  0.814  -0.247  -0.384
O  1.281  -0.661  -2.537
O  -0.096  -2.004  -1.432
H  1.716  0.207  -2.424
C  -0.953  -0.013  2.073
O  -0.505  1.009  1.364
O  -0.474  -0.245  3.226
O  -1.129  -0.893  1.228
O  1.098  -2.279  1.933
H  1.035  -2.860  2.671
H  0.547  -1.558  2.293
O  -1.710  0.718  -0.933
H  -1.630  1.478  -1.527
H  -2.292  0.029  -1.382
O  0.365  2.744  -0.892
H  1.097  2.724  -0.281
H  0.788  2.720  -1.766

=====

Density functional theory data (wB97M-V/def2-TZVPD) for C2H5N5O3 as an isolated structure in a non-equilibrium geometry.

Summary:
Relative energy (zero: lowest compared OMol25 entry of this formula, charge and spin) (kcal per mole): 168.6
HOMO-LUMO gap (eV): 8.74
M (g mol⁻¹): 147.09
Energy (hartree): -578.33176
Multiplicity: 1
HOMO (eV): -10.35

Cartesian coordinates (Å):
C  0.494  -1.430  -0.596
C  -0.144  0.933  0.137
H  -0.936  -1.445  -0.599
H  1.082  -1.639  -1.739
H  0.691  -2.343  0.161
H  1.569  2.274  -0.559
H  0.003  2.960  0.490
N  0.794  -0.087  0.024
N  2.017  0.113  0.578
N  0.460  2.138  0.305
N  -1.433  0.794  -0.191
N  -2.187  -0.267  0.341
O  2.712  -0.881  0.424
O  -3.376  -0.224  -0.185
O  -1.748  -0.897  1.411

=====

Density functional theory data (wB97M-V/def2-TZVPD) for C6H12N2 in the gas phase in a non-equilibrium geometry.

Summary:
Relative energy (zero: lowest compared OMol25 entry of this formula, charge and spin) (kcal per mole): 94.6
HOMO-LUMO gap (eV): 8.67
M (g mol⁻¹): 112.18
Energy (hartree): -345.17717
Multiplicity: 1
HOMO (eV): -8.03
SMILES string: CC(C)/C=C\C=N\N

Cartesian coordinates (Å):
C  1.031  -0.688  1.332
C  1.658  -0.023  0.186
C  2.081  -0.877  -0.981
C  0.887  1.231  -0.130
C  -0.403  1.690  -0.079
C  -1.586  0.942  0.009
H  0.885  -0.052  2.144
H  1.807  -1.255  1.685
H  0.132  -1.331  1.110
H  2.618  0.459  0.583
H  2.734  -0.514  -1.990
H  2.609  -1.767  -0.675
H  1.144  -1.103  -1.621
H  1.404  2.142  -0.226
H  -0.499  2.776  -0.250
H  -2.611  1.563  -0.097
H  -3.282  -0.798  -0.034
H  -2.299  -1.941  -0.818
N  -1.399  -0.370  -0.180
N  -2.409  -1.320  -0.081

=====

Density functional theory data (wB97M-V/def2-TZVPD) for C46H46BF6N6O10P2S2Se3Si2W as an isolated structure in a non-equilibrium geometry.

Summary:
Net charge: -1
Relative energy (zero: lowest compared OMol25 entry of this formula, charge and spin) (kcal per mole): 234.4
HOMO-LUMO gap (spin up / spin down) (eV): 6.10 / 6.06
M (g mol⁻¹): 1570.68
Energy (hartree): -12814.96451
Multiplicity: 1
HOMO (spin up / spin down) (eV): -5.45 / -5.45

Cartesian coordinates (Å):
W  -0.302  0.103  -0.199
Se  0.339  -3.386  6.822
P  -0.318  -1.481  6.239
C  -2.130  -1.376  6.439
C  -2.864  -2.186  5.570
C  -4.238  -2.283  5.708
C  -4.887  -1.590  6.722
C  -4.160  -0.790  7.589
C  -2.782  -0.679  7.448
C  0.493  -0.248  7.293
C  0.262  -0.253  8.670
C  0.995  0.581  9.496
C  1.991  1.393  8.963
C  2.264  1.353  7.606
C  1.518  0.530  6.772
C  -0.089  -1.090  4.483
C  -0.264  -0.061  3.538
N  -0.159  -0.650  2.317
N  0.092  -1.928  2.500
N  0.132  -2.217  3.773
P  -0.410  1.708  3.390
Se  -0.813  2.188  1.274
C  -1.747  2.386  4.408
C  -2.548  3.397  3.875
C  -3.588  3.919  4.627
C  -3.829  3.435  5.905
C  -3.021  2.441  6.439
C  -1.976  1.917  5.695
C  1.096  2.422  4.094
C  1.038  3.585  4.858
C  2.210  4.150  5.337
C  3.433  3.563  5.047
C  3.490  2.405  4.282
C  2.323  1.833  3.804
H  -2.345  -2.744  4.797
H  -4.802  -2.911  5.028
H  -5.960  -1.679  6.840
H  -4.665  -0.251  8.382
H  -2.224  -0.041  8.121
H  -0.461  -0.939  9.091
H  0.807  0.585  10.563
H  2.572  2.035  9.613
H  3.064  1.951  7.188
H  1.745  0.473  5.718
H  -2.351  3.737  2.867
H  -4.211  4.703  4.214
H  -4.650  3.836  6.487
H  -3.214  2.065  7.436
H  -1.333  1.154  6.111
H  0.080  4.039  5.076
H  2.168  5.051  5.937
H  4.349  4.011  5.412
H  4.443  1.952  4.042
H  2.363  0.932  3.198
F  2.371  2.903  1.192
C  3.320  2.245  0.535
F  3.732  3.049  -0.472
F  4.371  2.113  1.352
S  2.815  0.487  -0.167
O  1.509  0.245  0.673
O  3.897  -0.273  0.467
N  2.719  -0.933  -2.894
S  1.210  -0.438  -3.382
O  0.782  -0.353  -1.857
O  0.277  -1.403  -3.920
C  2.025  -0.134  -5.149
F  2.645  -1.227  -5.673
F  1.111  0.244  -6.047
F  2.980  0.837  -5.116
C  2.251  -3.468  0.526
Si  1.344  -2.748  -0.955
C  0.775  -4.041  -2.216
C  2.855  -2.066  -1.946
N  -0.087  -1.917  -0.307
C  -1.097  -2.660  0.259
C  -1.089  -4.051  0.411
C  -2.156  -4.714  0.975
C  -3.252  -3.986  1.427
C  -3.265  -2.612  1.299
C  -2.206  -1.919  0.700
N  -2.161  -0.531  0.518
Si  -3.756  0.233  0.672
C  -4.280  0.269  2.500
C  -4.172  1.986  0.125
C  -4.958  -0.775  -0.407
H  2.886  -4.309  0.228
H  1.556  -3.808  1.296
H  2.887  -2.705  0.981
H  1.439  -4.912  -2.177
H  0.823  -3.612  -3.216
H  -0.247  -4.387  -2.058
H  3.157  -2.945  -2.525
H  3.661  -1.824  -1.256
H  3.358  -1.030  -3.667
H  -0.220  -4.615  0.104
H  -2.126  -5.791  1.076
H  -4.099  -4.484  1.883
H  -4.128  -2.075  1.661
H  -3.438  0.565  3.134
H  -4.641  -0.688  2.884
H  -5.074  1.004  2.645
H  -3.431  2.737  0.366
H  -5.106  2.242  0.637
H  -4.362  2.044  -0.950
H  -4.462  -1.644  -0.845
H  -5.336  -0.159  -1.225
H  -5.820  -1.138  0.161
O  0.771  3.720  -2.938
Se  1.550  2.428  -2.413
O  0.828  1.120  -3.590
O  0.809  1.931  -0.984
O  -1.770  3.051  -1.084
O  -1.687  2.108  -2.175
B  -1.613  0.644  -2.065
O  -1.842  0.266  -3.370
C  -2.044  1.342  -4.187
C  -2.301  1.365  -5.539
C  -2.532  2.616  -6.104
C  -2.485  3.786  -5.349
C  -2.197  3.758  -3.988
C  -1.986  2.513  -3.466
H  -2.304  0.455  -6.124
H  -2.741  2.676  -7.165
H  -2.662  4.735  -5.837
H  -2.109  4.639  -3.371

=====

Density functional theory data (wB97M-V/def2-TZVPD) for C8H12O10RbS as an isolated structure in a non-equilibrium geometry.

Summary:
Net charge: -1
Relative energy (zero: lowest compared OMol25 entry of this formula, charge and spin) (kcal per mole): 0.0
HOMO-LUMO gap (eV): 3.79
M (g mol⁻¹): 385.71
Energy (hartree): -1486.78817
Multiplicity: 1
HOMO (eV): -2.49

Cartesian coordinates (Å):
Rb  -1.781  -2.384  -0.820
S  -3.942  -3.865  -3.213
O  -3.645  -5.246  -2.729
O  -4.823  -3.234  -2.203
O  -2.617  -3.188  -3.268
O  -4.517  -3.901  -4.569
C  1.566  3.322  -3.161
C  1.872  2.276  -2.083
C  1.083  2.463  -0.776
O  0.704  1.134  -0.450
C  0.701  0.383  -1.562
O  0.161  -0.675  -1.612
O  1.313  1.044  -2.546
H  2.071  4.287  -3.141
H  0.491  3.416  -3.284
H  2.049  2.878  -4.041
H  2.952  2.270  -1.944
H  0.189  3.077  -0.892
H  1.659  2.838  0.070
C  -0.330  -1.208  1.882
C  -0.112  -0.875  3.335
C  1.371  -0.915  3.795
O  1.511  0.331  4.503
C  0.437  1.103  4.307
O  0.323  2.225  4.708
O  -0.520  0.456  3.609
H  0.132  -0.434  1.268
H  -1.406  -1.028  1.767
H  0.029  -2.208  1.647
H  -0.672  -1.610  3.920
H  2.191  -0.936  3.073
H  1.562  -1.795  4.412